1.
{
  "formula": "C59H38I4N7O2RuSe",
  "method": "ωB97M-V/def2-TZVPD",
  "elements": ["I", "I", "I", "I", "Ru", "Se", "O", "O", "N", "N", "N", "N", "N", "N", "N", "C", "C", "C", "C", "C", "C", "C", "C", "C", "C", "C", "C", "C", "C", "C", "C", "C", "C", "C", "C", "C", "C", "C", "C", "C", "C", "C", "C", "C", "C", "C", "C", "C", "C", "C", "C", "C", "C", "C", "C", "C", "C", "C", "C", "C", "C", "C", "C", "C", "C", "C", "C", "C", "C", "C", "C", "C", "C", "C", "H", "H", "H", "H", "H", "H", "H", "H", "H", "H", "H", "H", "H", "H", "H", "H", "H", "H", "H", "H", "H", "H", "H", "H", "H", "H", "H", "H", "H", "H", "H", "H", "H", "H", "H", "H", "H", "H"],
  "positions_angstrom": [[-6.967, 6.205, -3.366], [-5.572, -3.242, 7.185], [7.056, -6.067, 0.391], [3.592, 5.203, 7.129], [-0.312, 0.205, 0.352], [1.992, -1.070, 3.984], [1.586, -1.688, -1.295], [0.771, -3.684, -5.238], [-1.322, -0.892, -2.017], [-0.281, -1.823, 0.692], [-2.303, 0.106, 0.373], [0.445, -4.549, -3.196], [-0.165, 0.334, 2.632], [1.752, 0.663, 0.238], [-0.513, 2.185, 0.372], [-4.778, 4.091, -3.254], [-3.147, 0.988, -0.220], [0.300, -3.572, -4.126], [3.996, 0.740, -0.014], [-0.415, -2.330, -3.698], [-1.542, 2.863, -0.225], [3.292, 3.106, 4.926], [-5.481, 4.841, -1.081], [-2.750, 2.282, -0.630], [-0.144, 4.387, 0.648], [2.069, 5.122, 4.488], [-0.807, -2.056, -2.391], [-0.676, -1.366, -4.670], [-4.569, 3.982, -0.497], [2.844, 2.585, 3.731], [-2.893, -1.570, 4.196], [-1.135, -2.265, 1.658], [-0.526, -3.373, 2.347], [2.913, 4.385, 5.300], [0.696, -0.237, 3.183], [-4.859, -3.508, 4.228], [5.011, -3.931, 1.126], [-4.420, -0.602, 0.731], [-3.752, 3.168, -1.276], [4.491, -5.086, -0.925], [1.270, 1.929, -4.819], [3.663, 1.621, 0.997], [-3.867, 3.234, -2.661], [2.252, 1.598, 1.110], [-1.587, 0.004, -2.959], [0.763, 2.056, -3.540], [3.357, -4.308, -1.075], [-4.195, -3.221, 3.047], [0.318, 3.076, 0.964], [0.671, -3.613, 1.758], [-5.581, 4.889, -2.460], [-3.204, -2.252, 3.020], [3.034, -3.342, -0.122], [2.489, -0.022, -4.110], [-3.556, -1.846, 5.375], [5.311, -4.892, 0.175], [0.822, -2.633, 0.709], [1.493, 2.663, 1.673], [1.124, 1.152, -2.560], [-2.452, -1.829, 1.818], [1.599, 4.578, 3.311], [-4.541, -2.817, 5.381], [3.871, -3.166, 0.979], [2.041, 0.135, -2.802], [2.798, 0.185, -0.468], [-1.318, -0.199, -4.302], [1.820, -2.520, -0.241], [2.104, 0.862, -5.104], [-4.485, 0.508, -0.070], [-3.042, -0.847, 0.986], [3.934, -1.352, -2.057], [2.603, -0.711, -1.652], [-1.268, 4.259, -0.121], [1.992, 3.306, 2.871], [4.973, 0.546, -0.403], [0.345, 5.307, 0.893], [-0.709, -2.781, -1.595], [1.388, -4.371, 2.012], [-3.241, 2.616, -3.290], [-6.106, 5.468, -0.463], [-0.364, -1.549, -5.687], [4.548, -0.614, -2.567], [-3.310, -1.312, 6.279], [2.489, 0.729, -6.104], [3.924, 2.514, 5.572], [0.916, 5.166, 2.728], [1.030, 2.656, -5.579], [5.669, -3.765, 1.964], [0.683, 1.277, -1.576], [0.888, -5.407, -3.486], [3.151, -0.830, -4.370], [3.760, -2.194, -2.722], [-1.566, 0.553, -5.032], [4.325, 2.270, 1.537], [-4.857, 4.133, -4.330], [0.087, 2.861, -3.289], [3.633, -2.396, 1.698], [3.140, 1.580, 3.477], [-0.981, -3.903, 3.162], [4.730, -5.833, -1.667], [-4.447, -3.764, 2.150], [4.481, -1.714, -1.190], [-0.018, -4.536, -2.305], [-5.231, -1.200, 1.097], [2.709, -4.443, -1.931], [-2.050, 0.919, -2.613], [-1.868, 5.049, -0.528], [-5.621, -4.271, 4.248], [1.764, 6.118, 4.776], [-2.128, -0.808, 4.183], [-4.486, 3.940, 0.579], [-5.363, 0.975, -0.472]],
  "fmax_ev_per_a": 1.8,
  "s2": 0.88,
  "multiplicity": 2,
  "relative_energy_ev": 1.155,
  "total_energy_ev": -176655.9616,
  "homo_energy_ev": [-6.932, -7.339]
}

2.
{
  "formula": "C59H40N6O3W",
  "method": "ωB97M-V/def2-TZVPD",
  "elements": ["W", "O", "O", "O", "N", "N", "N", "N", "N", "N", "C", "C", "C", "C", "C", "C", "C", "C", "C", "C", "C", "C", "C", "C", "C", "C", "C", "C", "C", "C", "C", "C", "C", "C", "C", "C", "C", "C", "C", "C", "C", "C", "C", "C", "C", "C", "C", "C", "C", "C", "C", "C", "C", "C", "C", "C", "C", "C", "C", "C", "C", "C", "C", "C", "C", "C", "C", "C", "C", "H", "H", "H", "H", "H", "H", "H", "H", "H", "H", "H", "H", "H", "H", "H", "H", "H", "H", "H", "H", "H", "H", "H", "H", "H", "H", "H", "H", "H", "H", "H", "H", "H", "H", "H", "H", "H", "H", "H", "H"],
  "positions_angstrom": [[0.257, 0.262, -0.208], [-0.970, -1.694, 2.456], [4.504, 0.680, -4.377], [3.578, 0.542, -6.934], [1.622, 0.847, -1.220], [-1.552, 1.127, -0.048], [-0.448, 0.557, 2.459], [0.650, 0.350, 1.678], [1.675, -1.485, 0.391], [-0.623, -1.254, -1.229], [6.512, 0.369, 3.233], [-3.158, 0.751, -3.485], [-2.324, 0.332, -2.340], [0.973, -4.773, -1.557], [0.580, -7.100, -2.984], [5.256, -0.194, 5.199], [4.103, -0.306, 4.437], [-2.780, -1.258, 4.876], [6.444, 0.267, 4.646], [-2.493, 3.120, 3.080], [3.163, 0.595, -8.280], [2.864, -0.247, 2.252], [0.097, -7.024, -1.688], [-1.812, -0.995, -2.023], [-0.977, -0.598, 6.867], [-2.094, 1.309, -1.323], [0.130, -5.811, -1.066], [3.357, 1.164, -4.619], [-3.604, 5.277, 4.505], [1.006, 1.901, -4.084], [-4.031, 2.352, -5.101], [-3.007, 2.866, -0.026], [-2.244, -1.021, 7.241], [-2.249, 1.985, 0.890], [2.362, -3.593, 0.976], [0.826, -3.362, -1.034], [1.151, 2.660, -5.274], [1.787, 1.911, 3.099], [-0.226, -2.585, -1.494], [1.834, 0.749, 2.284], [-0.650, -0.434, 5.547], [-5.275, 1.707, -5.202], [1.527, -2.829, 0.081], [-2.324, 4.803, 4.802], [2.174, 1.226, -3.600], [-3.141, -1.312, 6.218], [0.556, 2.529, 3.254], [1.306, -6.087, -3.580], [-1.748, 2.414, 2.169], [2.833, -2.746, 1.924], [5.399, 0.015, 2.428], [1.553, -4.923, -2.838], [-1.035, -0.577, 3.042], [-2.970, 1.884, -4.275], [-2.735, 2.537, -1.387], [-1.594, -0.580, 4.528], [3.076, 1.426, -6.043], [-1.321, -3.202, -2.096], [2.496, -1.407, 1.519], [-3.894, 3.428, 3.010], [2.142, 2.408, -6.244], [-5.236, 0.405, -4.752], [2.523, 0.971, -2.191], [-0.559, 1.931, 2.684], [4.178, -0.194, 3.054], [-2.272, -2.238, -2.448], [-1.873, 3.607, 4.253], [-4.308, 4.643, 3.464], [-4.334, -0.006, -3.768], [-4.065, 6.165, 5.053], [3.554, 0.895, -1.777], [0.546, 3.529, -5.540], [-0.531, -5.516, -0.252], [-3.476, -1.665, 4.158], [2.528, -4.708, 0.934], [-4.516, -0.865, -3.159], [-0.479, -7.853, -1.249], [1.598, -6.194, -4.671], [3.123, -0.350, 4.839], [-6.157, 2.203, -5.607], [0.439, 3.448, 3.869], [0.111, 1.899, -3.469], [-4.117, -1.653, 6.529], [-3.937, 3.345, -5.544], [-1.121, 3.047, 4.731], [-0.209, -0.425, 7.609], [2.324, 2.991, -7.161], [-5.293, 5.008, 3.109], [-3.039, 3.023, -2.304], [3.279, 1.515, -8.854], [-4.555, 2.929, 2.311], [-1.300, -4.302, -2.200], [-5.929, -0.285, -5.187], [2.102, 0.223, -8.442], [3.787, -0.158, -8.787], [-3.216, -2.446, -2.996], [3.416, -3.079, 2.755], [-3.746, 3.640, 0.312], [-1.704, 5.344, 5.480], [0.268, -7.999, -3.569], [5.397, 0.024, 1.308], [7.407, 0.692, 2.752], [-2.661, -1.062, 8.253], [2.705, 2.206, 3.600], [7.280, 0.600, 5.253], [5.136, -0.510, 6.236], [-2.054, 2.475, -4.121], [2.077, -4.049, -3.232], [0.394, -0.159, 5.305]],
  "fmax_ev_per_a": 5.3,
  "s2": 2.35,
  "multiplicity": 3,
  "relative_energy_ev": 0.845,
  "total_energy_ev": -78728.9679,
  "homo_energy_ev": [-6.151, -6.542]
}

3.
{
  "formula": "C59H41IrN6Se",
  "method": "ωB97M-V/def2-TZVPD",
  "elements": ["Ir", "Se", "N", "N", "N", "N", "N", "N", "C", "C", "C", "C", "C", "C", "C", "C", "C", "C", "C", "C", "C", "C", "C", "C", "C", "C", "C", "C", "C", "C", "C", "C", "C", "C", "C", "C", "C", "C", "C", "C", "C", "C", "C", "C", "C", "C", "C", "C", "C", "C", "C", "C", "C", "C", "C", "C", "C", "C", "C", "C", "C", "C", "C", "C", "C", "C", "C", "H", "H", "H", "H", "H", "H", "H", "H", "H", "H", "H", "H", "H", "H", "H", "H", "H", "H", "H", "H", "H", "H", "H", "H", "H", "H", "H", "H", "H", "H", "H", "H", "H", "H", "H", "H", "H", "H", "H", "H", "H"],
  "positions_angstrom": [[-0.052, -0.401, 0.211], [0.191, 3.395, -1.682], [-0.640, 0.305, -2.691], [1.513, -0.064, -0.949], [-1.146, -0.615, 1.892], [-0.625, -2.223, -0.518], [-1.916, 0.995, -0.327], [0.687, 1.242, 1.069], [-0.629, 5.248, 0.318], [-2.688, 0.640, -1.468], [-1.645, -4.245, 2.523], [4.829, -0.139, -0.830], [6.050, -1.329, 0.866], [-1.466, 4.634, 5.070], [1.899, 1.680, 0.688], [1.079, 6.070, -1.181], [-0.276, -2.826, -1.683], [-1.342, 3.791, 3.979], [-0.862, 1.954, 5.449], [2.155, -2.821, -4.227], [-2.043, 0.389, -2.673], [0.020, -0.832, -3.079], [0.284, 1.968, 2.158], [1.945, -4.362, -6.066], [2.078, 0.870, -1.720], [3.819, 0.134, 0.083], [-2.990, -5.905, 3.625], [1.289, 2.947, 2.424], [-2.405, -1.600, 3.502], [5.944, -0.865, -0.436], [-1.042, 2.440, 4.154], [-1.457, -3.052, 1.649], [0.228, 5.043, -0.768], [-1.269, 4.145, 6.353], [-0.557, -4.619, 3.311], [-1.422, 0.319, 2.857], [-2.857, -4.907, 2.670], [0.155, -2.146, -2.874], [0.109, 0.295, -3.992], [-4.164, 0.120, -3.769], [2.560, 0.825, -0.330], [-1.921, -6.239, 4.442], [2.155, 1.461, -2.914], [2.305, 2.747, 1.515], [5.033, -1.073, 1.776], [-0.633, 6.465, 0.975], [0.006, -3.740, -4.788], [-4.803, 0.248, -2.549], [1.341, 1.166, -4.139], [-1.671, -1.803, 2.291], [3.922, -0.344, 1.388], [0.582, -4.460, -5.824], [-0.968, 2.803, 6.537], [-0.790, 1.578, 2.979], [-0.695, -5.613, 4.265], [-2.068, 0.127, -5.123], [-0.739, 0.231, -5.205], [-0.969, -3.229, 0.365], [1.073, 7.281, -0.513], [0.219, 7.483, 0.565], [-4.070, 0.522, -1.404], [-0.379, -4.247, -1.541], [-2.289, -0.283, 3.826], [-0.823, -4.498, -0.281], [2.727, -3.547, -5.262], [-2.774, 0.190, -3.847], [0.791, -2.925, -3.978], [3.791, -3.475, -5.446], [-0.232, 0.278, -6.160], [-3.938, -6.412, 3.743], [2.923, 2.211, -3.051], [-1.322, 1.810, -0.525], [-2.672, 0.090, -6.021], [5.105, -1.446, 2.789], [-0.800, 2.421, 7.535], [-1.489, 4.177, 2.978], [3.122, -0.150, 2.095], [-4.729, -0.049, -4.676], [-1.063, -3.794, -4.620], [-1.295, 4.452, 0.623], [6.736, -1.061, -1.146], [-1.041, -5.449, 0.177], [1.022, 2.127, -4.558], [3.242, 3.273, 1.448], [2.388, -4.903, -6.891], [-5.878, 0.155, -2.488], [1.263, 3.665, 3.226], [-0.036, -5.089, -6.449], [-2.495, 1.151, 0.491], [-0.169, -4.962, -2.318], [-3.696, -4.633, 2.043], [4.736, 0.213, -1.849], [-1.310, 6.623, 1.805], [-2.036, -6.990, 5.212], [1.992, 0.700, -4.888], [-0.601, 0.914, 5.594], [-2.748, 0.228, 4.654], [-1.702, 5.680, 4.922], [0.152, -5.881, 4.882], [-1.347, 4.806, 7.205], [0.211, 8.435, 1.078], [1.733, 5.916, -2.028], [-4.572, 0.655, -0.453], [1.729, 8.078, -0.836], [6.917, -1.901, 1.168], [2.762, -2.172, -3.606], [0.394, -4.120, 3.170], [-2.947, -2.368, 4.026]],
  "fmax_ev_per_a": 2.4,
  "s2": 0.77,
  "multiplicity": 2,
  "relative_energy_ev": 4.383,
  "total_charge": 1,
  "total_energy_ev": -138965.4676,
  "homo_energy_ev": [-9.660, -9.668]
}

4.
{
  "formula": "C59H43FI2MoN5O6S2",
  "method": "ωB97M-V/def2-TZVPD",
  "elements": ["I", "I", "Mo", "S", "S", "F", "O", "O", "O", "O", "O", "O", "N", "N", "N", "N", "N", "C", "C", "C", "C", "C", "C", "C", "C", "C", "C", "C", "C", "C", "C", "C", "C", "C", "C", "C", "C", "C", "C", "C", "C", "C", "C", "C", "C", "C", "C", "C", "C", "C", "C", "C", "C", "C", "C", "C", "C", "C", "C", "C", "C", "C", "C", "C", "C", "C", "C", "C", "C", "C", "C", "C", "C", "C", "C", "C", "H", "H", "H", "H", "H", "H", "H", "H", "H", "H", "H", "H", "H", "H", "H", "H", "H", "H", "H", "H", "H", "H", "H", "H", "H", "H", "H", "H", "H", "H", "H", "H", "H", "H", "H", "H", "H", "H", "H", "H", "H", "H", "H"],
  "positions_angstrom": [[5.732, 0.494, 5.688], [3.613, 4.547, 2.242], [0.064, 0.462, 0.830], [5.407, 0.376, 0.727], [7.020, -2.164, 0.474], [-0.561, 0.611, 2.633], [-0.770, 8.741, -3.097], [-8.123, 1.870, 4.567], [4.529, -1.920, 1.264], [1.543, 1.878, 1.279], [-1.868, -8.575, 0.468], [6.031, -1.758, -5.826], [0.716, 1.373, -1.077], [1.631, -0.541, 2.131], [-1.477, 1.971, 0.502], [0.684, -1.311, -0.276], [-1.801, -0.796, 0.873], [1.861, -1.410, -0.964], [3.327, -1.426, 4.155], [1.572, -1.780, 2.589], [2.335, -0.379, -1.798], [2.152, 1.865, -2.816], [-1.660, -5.122, -0.747], [-0.289, 3.589, -0.894], [-2.293, -9.174, -0.754], [3.363, -0.752, -2.787], [5.105, -1.496, -4.839], [-4.605, 1.225, 2.417], [4.739, -0.769, -2.577], [-0.959, -5.266, 1.512], [4.274, 2.081, 3.676], [-1.635, 6.480, -2.864], [-7.014, 1.252, 2.497], [3.757, -1.549, -5.048], [-3.775, -1.478, 1.847], [-1.191, 3.271, 0.108], [2.309, -2.744, -1.018], [0.302, -2.624, -0.113], [-3.353, 0.975, 1.696], [2.885, -1.171, -4.010], [-1.865, 8.984, -3.976], [0.565, 5.973, -1.179], [-0.344, 4.960, -1.469], [4.560, -3.335, 1.250], [1.432, 2.959, -2.609], [0.546, 2.675, -1.475], [-1.658, -7.220, 0.379], [-1.151, -6.629, 1.513], [5.613, -1.129, -3.604], [5.561, -1.960, -7.148], [-9.390, 2.003, 3.929], [-3.045, 3.420, 1.348], [-6.975, 1.689, 3.836], [0.392, 7.211, -1.762], [-5.755, 1.899, 4.443], [2.541, 0.303, 2.673], [-4.584, 1.634, 3.730], [1.310, -3.514, -0.570], [2.481, 1.639, 2.140], [-1.217, -4.489, 0.410], [-1.885, -6.489, -0.798], [-1.401, 5.232, -2.290], [-2.145, 4.191, 0.647], [1.761, 0.882, -1.816], [5.664, -1.265, 0.820], [-3.139, -2.599, 1.421], [3.430, 2.507, 2.655], [-5.854, 1.092, 1.781], [3.422, -0.137, 3.682], [-2.613, 2.060, 1.224], [-1.922, -2.196, 0.842], [4.308, 0.815, 4.175], [-0.930, -3.041, 0.395], [-0.713, 7.480, -2.584], [-2.966, -0.337, 1.484], [2.436, -2.272, 3.578], [3.289, -1.786, -6.013], [-1.928, 8.254, -4.758], [0.753, -2.390, 2.207], [-5.843, 0.758, 0.746], [-2.457, -10.218, -0.593], [3.939, -1.740, 5.000], [1.401, 5.767, -0.508], [5.298, -3.709, 1.986], [4.904, -2.851, -7.243], [-1.009, -7.228, 2.388], [-1.650, 9.940, -4.427], [3.242, -3.037, -1.447], [1.814, -1.191, -4.163], [-9.828, 1.045, 3.555], [-1.490, -9.032, -1.494], [-3.482, -3.633, 1.492], [-2.796, 8.986, -3.423], [5.033, -1.070, -7.510], [-5.659, 2.197, 5.462], [4.863, -3.734, 0.284], [1.297, -4.602, -0.581], [-2.176, 4.452, -2.406], [-8.007, 1.103, 2.049], [4.996, 2.793, 4.015], [-4.736, -1.413, 2.354], [1.082, 7.996, -1.554], [-2.542, 6.680, -3.434], [-0.619, -4.815, 2.463], [-3.219, -8.708, -1.105], [1.500, 3.909, -3.136], [-2.132, 5.238, 0.491], [5.124, -0.463, -1.600], [-9.315, 2.753, 3.133], [6.458, -2.154, -7.736], [-1.749, -4.527, -1.647], [6.685, -1.240, -3.474], [3.545, -3.672, 1.470], [-3.638, 1.799, 4.186], [-10.036, 2.383, 4.757], [-3.968, 3.750, 1.815], [-2.209, -6.929, -1.752], [2.933, 1.778, -3.552], [2.287, -3.288, 3.956]],
  "fmax_ev_per_a": 2.4,
  "s2": 2.04,
  "multiplicity": 3,
  "relative_energy_ev": 0.722,
  "total_charge": -1,
  "total_energy_ev": -124064.4233,
  "homo_energy_ev": [-3.902, -3.908]
}